<a>
{"formula": "C3H6FNO2", "method": "wB97M-V/def2-TZVPD", "e_homo_ev": -10.3, "spin_multiplicity": 1, "molar_mass_g_mol": 107.1, "smiles": "NC[C@H](F)C(=O)O", "species": ["N", "C", "C", "F", "C", "O", "O", "H", "H", "H", "H", "H", "H"], "coordinates": [[-2.083, 0.097, -0.493], [-0.916, 0.420, 0.422], [0.331, -0.281, -0.173], [0.168, -1.633, 0.218], [1.771, 0.301, 0.006], [2.053, 1.503, 0.068], [3.005, -0.755, -0.281], [-2.160, 1.148, -1.012], [-3.019, -0.347, 0.216], [-0.574, 1.477, 0.707], [-1.017, -0.144, 1.463], [0.034, -0.306, -1.285], [2.408, -1.482, 0.144]]}



<b>
{"formula": "C3H6FNO2", "method": "wB97M-V/def2-TZVPD", "e_homo_ev": -10.1, "spin_multiplicity": 1, "molar_mass_g_mol": 107.1, "smiles": "NC[C@H](F)C(=O)O", "species": ["N", "C", "C", "F", "C", "O", "O", "H", "H", "H", "H", "H", "H"], "coordinates": [[0.515, 1.685, -1.167], [-0.076, 0.374, -0.910], [0.090, 0.005, 0.600], [1.441, -0.132, 0.875], [-0.630, -1.347, 0.913], [-1.811, -1.500, 0.669], [0.096, -2.230, 1.563], [0.098, 2.369, -0.555], [0.262, 1.993, -2.124], [-1.142, 0.212, -1.115], [0.485, -0.402, -1.478], [-0.320, 0.823, 1.253], [0.994, -1.850, 1.478]]}



<c>
{"formula": "C3H6FNO2", "method": "wB97M-V/def2-TZVPD", "e_homo_ev": -8.1, "spin_multiplicity": 1, "molar_mass_g_mol": 107.1, "species": ["C", "C", "C", "N", "O", "O", "F", "H", "H", "H", "H", "H", "H"], "coordinates": [[-1.985, -0.065, 0.092], [0.835, -1.199, 0.170], [0.056, -0.091, -0.532], [0.434, 1.206, 0.098], [-2.116, 1.110, 0.145], [-2.392, -1.164, 0.141], [2.136, -0.791, 0.231], [0.865, -1.941, -0.613], [0.498, -1.431, 1.216], [0.237, -0.086, -1.644], [0.728, 1.862, -0.644], [1.058, 1.044, 0.843], [-0.354, 1.546, 0.497]]}



<d>
{"formula": "C3H6FNO2", "method": "wB97M-V/def2-TZVPD", "e_homo_ev": -9.4, "spin_multiplicity": 1, "molar_mass_g_mol": 107.1, "species": ["C", "C", "C", "N", "O", "O", "F", "H", "H", "H", "H", "H", "H"], "coordinates": [[0.026, 0.644, 0.075], [-2.273, 0.995, -0.801], [2.112, 1.417, 0.970], [-1.764, 0.909, 0.551], [0.354, 0.045, -0.843], [0.637, 1.336, 0.924], [-2.169, -0.344, 1.102], [-1.594, 1.910, -1.153], [-2.049, 0.233, -1.441], [-3.334, 1.358, -0.791], [2.486, 0.528, 1.681], [2.286, 2.444, 1.359], [2.511, 1.301, -0.035]]}



Stability, lowest: <d>



<a>
{"formula": "C7H13N2O2", "method": "wB97M-V/def2-TZVPD", "e_homo_ev": [-13.5, -13.5], "spin_multiplicity": 1, "molar_mass_g_mol": 157.2, "total_charge": 1, "smiles": "CC1=C(C)C(C)(C)[N+](=O)N1O", "species": ["C", "C", "C", "C", "C", "C", "C", "N", "O", "N", "O", "H", "H", "H", "H", "H", "H", "H", "H", "H", "H", "H", "H", "H"], "coordinates": [[0.983, -2.647, 0.132], [0.624, -1.203, 0.063], [-0.490, -0.487, -0.292], [-1.887, -0.993, -0.505], [-0.220, 0.947, -0.111], [-0.916, 1.530, 1.143], [-0.485, 1.719, -1.406], [1.233, 1.056, 0.246], [1.955, 1.965, 0.634], [1.636, -0.194, 0.300], [2.816, -0.553, 0.768], [0.237, -3.200, -0.239], [1.280, -2.911, 1.185], [1.728, -2.783, -0.623], [-2.373, -1.240, 0.534], [-1.832, -1.827, -1.165], [-2.430, -0.202, -1.068], [-0.603, 2.582, 1.383], [-0.617, 0.916, 2.048], [-1.894, 1.628, 1.078], [-1.578, 1.777, -1.609], [-0.139, 1.066, -2.140], [-0.185, 2.719, -1.460], [3.156, 0.334, 1.100]]}



<b>
{"formula": "C7H13N2O2", "method": "wB97M-V/def2-TZVPD", "e_homo_ev": -12.8, "spin_multiplicity": 1, "molar_mass_g_mol": 157.2, "total_charge": 1, "smiles": "CC1=CC=C[C@](N)([NH3+])C1(O)O", "species": ["C", "C", "C", "C", "C", "C", "N", "N", "C", "O", "O", "H", "H", "H", "H", "H", "H", "H", "H", "H", "H", "H", "H", "H"], "coordinates": [[2.705, -0.285, 0.238], [1.346, 0.255, -0.041], [1.080, 1.563, -0.158], [-0.217, 2.089, -0.519], [-1.323, 1.338, -0.528], [-1.269, -0.077, -0.112], [-2.234, -0.887, -0.604], [-1.314, -0.050, 1.571], [0.274, -0.785, -0.319], [0.359, -1.300, -1.598], [0.301, -1.853, 0.571], [3.156, -0.668, -0.679], [2.650, -1.109, 0.948], [3.351, 0.494, 0.634], [1.880, 2.275, -0.025], [-0.270, 3.129, -0.802], [-2.282, 1.729, -0.826], [-2.131, -1.885, -0.530], [-3.170, -0.537, -0.723], [-2.269, 0.067, 1.913], [-0.720, 0.705, 1.917], [-0.924, -0.957, 1.860], [0.477, -0.608, -2.258], [0.546, -2.643, 0.071]]}



Stability, lowest: <a>



<a>
{"formula": "C3H4N3", "method": "wB97M-V/def2-TZVPD", "e_homo_ev": [-13.3, -13.3], "spin_multiplicity": 1, "molar_mass_g_mol": 82.1, "total_charge": 1, "species": ["C", "C", "C", "N", "N", "N", "H", "H", "H", "H"], "coordinates": [[1.004, 0.483, -0.376], [2.284, 0.142, -0.187], [-3.272, -0.183, 0.209], [-0.692, -1.119, -0.063], [0.153, -0.431, -0.240], [3.346, 0.135, 0.356], [0.661, 1.386, -0.755], [-3.956, -1.013, 0.152], [-3.801, 0.568, 0.791], [4.273, 0.033, 0.113]]}



<b>
{"formula": "C3H4N3", "method": "wB97M-V/def2-TZVPD", "e_homo_ev": -14.6, "spin_multiplicity": 1, "molar_mass_g_mol": 82.1, "total_charge": 1, "species": ["C", "C", "C", "N", "N", "N", "H", "H", "H", "H"], "coordinates": [[-0.877, -0.224, -1.002], [1.200, -0.788, -0.024], [-0.106, 0.979, 0.689], [-1.023, 0.806, -0.199], [0.061, -1.131, -0.801], [1.060, 0.334, 0.758], [-1.593, -0.260, -1.799], [-0.518, 1.719, 2.097], [-0.025, -2.063, -1.256], [1.820, 0.628, 1.537]]}



<c>
{"formula": "C3H4N3", "method": "wB97M-V/def2-TZVPD", "e_homo_ev": -16.4, "spin_multiplicity": 1, "molar_mass_g_mol": 82.1, "total_charge": 1, "species": ["C", "C", "C", "N", "N", "N", "H", "H", "H", "H"], "coordinates": [[1.503, 0.073, -0.002], [-0.313, 0.925, 0.284], [-1.554, 0.373, -0.106], [0.867, 1.227, -0.116], [0.703, -1.013, 0.222], [-0.526, -0.357, 0.637], [2.461, 0.070, -0.369], [-2.497, 0.539, 0.442], [-1.677, 0.227, -1.200], [1.033, -2.065, 0.209]]}



<d>
{"formula": "C3H4N3", "method": "wB97M-V/def2-TZVPD", "e_homo_ev": -15.4, "spin_multiplicity": 1, "molar_mass_g_mol": 82.1, "total_charge": 1, "species": ["C", "C", "C", "N", "N", "N", "H", "H", "H", "H"], "coordinates": [[-1.974, 0.692, 1.290], [-1.427, -1.430, -0.825], [1.439, 0.632, 0.091], [-0.459, -0.750, -0.671], [-0.904, 0.756, 0.816], [0.025, 0.257, -0.039], [-1.872, -2.413, -1.199], [1.996, -0.337, 0.069], [1.758, 1.540, -0.602], [1.418, 1.053, 1.069]]}



Stability, lowest: <a>



<a>
{"formula": "C3H4N3", "method": "wB97M-V/def2-TZVPD", "e_homo_ev": [-15.5, -15.4], "spin_multiplicity": 1, "molar_mass_g_mol": 82.1, "total_charge": 1, "smiles": "C=C1N=NC=[NH+]1", "species": ["C", "C", "N", "N", "C", "N", "H", "H", "H", "H"], "coordinates": [[1.702, -0.455, 0.266], [-0.103, -0.012, 0.583], [-0.535, 0.170, 1.804], [-1.789, 0.445, 1.730], [-2.177, 0.448, 0.473], [-1.109, 0.147, -0.306], [1.961, -0.719, -0.742], [2.305, -0.422, 1.154], [-3.176, 0.645, 0.137], [-1.081, 0.077, -1.317]]}



<b>
{"formula": "C3H4N3", "method": "wB97M-V/def2-TZVPD", "e_homo_ev": -14.5, "spin_multiplicity": 1, "molar_mass_g_mol": 82.1, "total_charge": 1, "smiles": "C=C=N[N+]#CN", "species": ["C", "C", "N", "N", "C", "N", "H", "H", "H", "H"], "coordinates": [[0.606, -2.379, 1.025], [-0.101, -1.370, 1.348], [-0.772, -0.357, 1.552], [-1.058, 0.514, 0.663], [-0.788, 1.381, -0.079], [-0.806, 2.428, -0.801], [1.677, -2.379, 1.150], [0.164, -3.328, 0.760], [-0.975, 3.346, -0.402], [-0.653, 2.373, -1.802]]}



Stability, lowest: <a>